# 1
15
Properties=species:S:1:pos:R:3 method="wB97M-V/def2-TZVPD" energy_ha=-271.31254 gap_ev=9.220 lumo_ha=0.035 fmax_ev_per_a=4.74 homo_energy_ev=-8.3 de_lowest_kj_mol=574.75 charge=0 smiles="C#CCC1=C(C)C1"
C -0.55 -1.39 -0.72
C 0.36 -0.92 0.31
C -0.83 1.66 -0.56
C -0.05 1.97 -1.44
C -1.62 0.94 0.53
C -0.80 -0.28 0.36
C 1.71 -0.77 0.96
H -0.84 -2.40 -0.71
H -0.34 -1.18 -1.66
H 0.77 2.19 -1.99
H -1.34 1.25 1.50
H -2.66 0.95 0.32
H 2.25 -0.30 0.14
H 2.31 -1.64 1.16
H 1.61 -0.08 1.81

# 2
15
Properties=species:S:1:pos:R:3 method="wB97M-V/def2-TZVPD" energy_ha=-271.46163 gap_ev=8.774 lumo_ha=0.027 fmax_ev_per_a=2.77 homo_energy_ev=-8.0 de_lowest_kj_mol=183.30 charge=0 smiles="C=CC1=CC=CC1"
C -1.37 -1.74 -1.63
C -0.50 -0.74 -1.57
C 0.07 -0.12 -0.33
C 0.04 -0.64 0.95
C 0.50 0.42 1.91
C 0.82 1.51 1.20
C 0.57 1.27 -0.28
H -1.82 -2.03 -2.63
H -1.67 -2.23 -0.69
H -0.24 -0.13 -2.44
H -0.33 -1.59 1.31
H 0.59 0.29 3.00
H 1.27 2.44 1.57
H 1.53 1.45 -0.81
H -0.14 2.04 -0.75

# 3
15
Properties=species:S:1:pos:R:3 method="wB97M-V/def2-TZVPD" energy_ha=-271.37465 gap_ev=10.353 lumo_ha=0.032 fmax_ev_per_a=0.62 homo_energy_ev=-9.5 de_lowest_kj_mol=411.68 charge=0 smiles=C#CC(C)(C)C#C
C -1.07 -0.68 -1.05
C -0.23 -0.04 0.07
C -1.07 0.10 1.34
C 1.03 -0.80 0.28
C 2.19 -1.12 0.28
C 0.38 1.24 -0.39
C 1.21 2.03 -0.75
H -0.48 -0.79 -1.96
H -1.94 -0.04 -1.27
H -1.43 -1.66 -0.73
H -1.44 -0.88 1.66
H -0.50 0.54 2.16
H -1.94 0.74 1.15
H 3.25 -1.28 0.24
H 2.05 2.62 -1.04

# 4
15
Properties=species:S:1:pos:R:3 method="wB97M-V/def2-TZVPD" energy_ha=-271.50803 gap_ev=9.836 lumo_ha=0.041 fmax_ev_per_a=2.20 homo_energy_ev=-8.7 de_lowest_kj_mol=61.49 charge=0 smiles=Cc1ccccc1
C 0.41 -1.54 1.47
C 0.00 -0.38 0.62
C -1.16 -0.37 -0.15
C -1.19 0.34 -1.35
C -0.27 1.36 -1.55
C 0.83 1.46 -0.72
C 0.93 0.65 0.41
H -0.05 -2.50 1.20
H 0.12 -1.43 2.53
H 1.49 -1.70 1.51
H -1.99 -1.01 0.13
H -2.10 0.22 -1.93
H -0.45 2.02 -2.39
H 1.72 2.04 -0.91
H 1.71 0.84 1.13

# 5
15
Properties=species:S:1:pos:R:3 method="wB97M-V/def2-TZVPD" energy_ha=-271.32790 gap_ev=10.162 lumo_ha=0.038 fmax_ev_per_a=4.26 homo_energy_ev=-9.1 de_lowest_kj_mol=534.42 charge=0 smiles="C#CC1=CC1(C)C"
C -3.84 0.15 0.44
C -2.75 -0.16 0.01
C -0.47 -0.87 -1.44
C -1.32 -0.40 -0.56
C 0.13 -0.14 -0.22
C 0.79 1.11 -0.59
C 0.65 -0.88 1.02
H -4.67 0.35 1.06
H -0.10 -1.34 -2.41
H 0.38 1.53 -1.40
H 1.80 0.91 -0.88
H 0.70 1.98 0.17
H 1.62 -0.36 1.40
H 0.87 -1.97 0.76
H 0.01 -0.81 1.84

# 6
15
Properties=species:S:1:pos:R:3 method="wB97M-V/def2-TZVPD" energy_ha=-271.43966 gap_ev=8.651 lumo_ha=0.010 fmax_ev_per_a=5.19 homo_energy_ev=-8.4 de_lowest_kj_mol=240.98 charge=0 smiles="CC=C1C=CC=C1"
C -2.68 0.29 -0.04
C -1.49 -0.61 0.12
C -0.24 -0.17 -0.04
C 0.46 1.19 -0.04
C 1.77 0.88 0.06
C 2.04 -0.46 -0.04
C 0.93 -1.18 -0.08
H -3.29 0.44 0.98
H -3.40 -0.28 -0.72
H -2.41 1.31 -0.48
H -1.79 -1.65 0.35
H -0.18 2.11 -0.11
H 2.61 1.56 0.33
H 3.05 -0.91 0.08
H 0.77 -2.23 -0.04

# 7
26
Properties=species:S:1:pos:R:3 method="wB97M-V/def2-TZVPD" energy_ha=-4643.91683 gap_ev="5.717 / 5.719" lumo_ha="-0.118 / -0.118" fmax_ev_per_a=2.20 homo_energy_ev="-8.9 / -8.9" de_lowest_kj_mol=133.18 charge=0
Pt -0.48 -1.16 -0.58
C -1.58 1.98 -1.59
C -0.89 1.56 -0.32
C -1.51 0.62 0.55
C -0.88 0.28 1.77
C 0.35 0.83 2.10
C 0.93 1.76 1.25
C 0.32 2.11 0.06
H -1.35 1.29 -2.41
H -1.26 2.97 -1.89
H -2.67 1.98 -1.46
H -2.56 0.39 0.43
H -1.38 -0.39 2.45
H 0.85 0.53 3.01
H 1.89 2.18 1.51
H 0.81 2.81 -0.61
S -2.55 -3.94 -0.99
As -0.36 -4.32 -0.64
S -2.46 -1.72 -1.45
S 0.41 -2.74 -1.96
S -0.34 -2.92 1.08
F 1.52 -0.57 -0.20
B 3.04 -0.84 -0.06
F 3.15 -2.20 0.03
F 3.40 -0.18 1.10
F 3.59 -0.30 -1.19

# 8
27
Properties=species:S:1:pos:R:3 method="wB97M-V/def2-TZVPD" energy_ha=-7264.79405 gap_ev=3.829 lumo_ha=0.145 fmax_ev_per_a=1.53 homo_energy_ev=0.1 charge=-2
C -0.35 1.64 0.06
C -1.54 1.81 0.93
Br -2.53 3.42 0.77
C -1.88 0.85 1.79
Br -3.38 1.00 2.94
O -1.01 -0.22 1.84
C -1.44 -1.47 2.17
O -1.80 -1.75 3.28
O -1.27 -2.46 1.27
C -1.22 -2.25 -0.13
Cl -2.43 -1.07 -0.70
C 0.23 -2.07 -0.72
C 1.28 -1.55 0.25
Cl 0.24 -1.11 -2.22
H -0.42 2.20 -0.87
H 0.57 1.89 0.58
H -0.25 0.61 -0.21
H -1.59 -3.17 -0.55
H 0.54 -3.05 -1.04
H 0.95 -0.75 0.89
H 2.09 -1.13 -0.35
H 1.71 -2.37 0.81
O 3.64 3.17 -2.80
S 2.71 2.20 -2.16
O 1.33 2.78 -2.15
O 3.13 1.93 -0.75
O 2.70 0.92 -2.93

# 9
19
Properties=species:S:1:pos:R:3 method="wB97M-V/def2-TZVPD" energy_ha=-5569.93762 gap_ev=8.502 lumo_ha=-0.048 fmax_ev_per_a=4.63 homo_energy_ev=-9.8 de_lowest_kj_mol=165.88 charge=0
C -1.64 0.41 1.52
C -1.67 0.52 0.20
C -0.84 -0.73 2.02
C -0.87 -0.31 -0.63
C 1.20 1.16 0.11
C 1.45 -0.87 -1.31
C 0.50 0.19 -0.98
O -0.75 -0.94 3.19
O -0.38 -1.47 1.07
Br -2.61 1.82 -0.81
Br -1.75 -1.50 -1.75
H -2.18 0.94 2.28
H 2.19 1.09 -0.11
H 1.03 0.70 1.09
H 0.85 2.11 -0.04
H 1.84 -1.26 -0.40
H 2.35 -0.86 -1.95
H 1.05 -1.88 -1.64
H 0.23 0.87 -1.86

# 10
27
Properties=species:S:1:pos:R:3 method="wB97M-V/def2-TZVPD" energy_ha=-8969.53115 gap_ev=8.066 lumo_ha=-0.194 fmax_ev_per_a=1.32 homo_energy_ev=-13.3 charge=+1
O 1.82 -2.59 1.54
P 0.26 -2.19 1.77
O 0.17 -2.13 3.38
C 0.33 -0.34 1.27
N 1.03 0.57 1.96
N 1.17 1.85 1.71
C 0.55 2.28 0.65
C -0.23 1.46 -0.17
C -0.36 0.12 0.16
C -1.25 -0.75 -0.70
O -2.59 -0.27 -0.69
C -3.24 -0.27 0.51
F -3.05 0.91 1.15
F -2.80 -1.24 1.33
F -4.54 -0.42 0.30
H 2.17 -2.32 0.68
H 0.96 -1.81 3.82
H 1.53 0.26 2.79
H 0.65 3.33 0.41
H -0.73 1.86 -1.04
H -0.93 -0.64 -1.74
H -1.19 -1.80 -0.43
C 2.12 0.94 -3.76
Br 3.09 -0.31 -4.84
Br 0.34 1.24 -4.39
Br 2.08 0.38 -1.89
H 2.65 1.88 -3.78

# 11
30
Properties=species:S:1:pos:R:3 method="wB97M-V/def2-TZVPD" energy_ha=-18702.42310 gap_ev=9.524 lumo_ha=-0.023 fmax_ev_per_a=3.35 homo_energy_ev=-10.2 de_lowest_kj_mol=109.89 charge=0
C 1.24 4.21 -2.74
Br 0.06 3.00 -3.69
Br 0.57 4.25 -0.89
Br 1.40 6.01 -3.49
H 2.23 3.76 -2.65
C 4.53 -0.87 2.14
Br 6.20 -1.40 1.13
Br 4.10 0.95 1.54
Br 4.85 -1.09 4.13
H 3.74 -1.56 1.85
C 1.02 -0.01 -0.83
Cl 1.97 1.18 -1.75
Cl 0.32 0.67 0.67
Cl 2.17 -1.28 -0.39
H 0.25 -0.37 -1.51
C 0.37 -4.10 0.40
Cl -1.10 -3.17 0.16
Cl 1.10 -4.58 -1.06
Cl 0.02 -5.50 1.46
H 1.08 -3.44 0.91
C -2.87 0.13 1.08
C -4.04 -0.53 0.42
O -4.68 0.50 -0.27
C -3.99 1.65 -0.16
O -4.25 2.70 -0.72
O -2.82 1.43 0.44
H -2.00 -0.47 0.83
H -3.12 0.26 2.13
H -4.69 -1.03 1.14
H -3.65 -1.27 -0.28

# 12
21
Properties=species:S:1:pos:R:3 method="wB97M-V/def2-TZVPD" energy_ha=-3544.71911 gap_ev=8.619 lumo_ha=0.120 fmax_ev_per_a=3.11 homo_energy_ev=-5.4 de_lowest_kj_mol=5.53 charge=-1
C 1.14 -2.05 -0.95
C 0.26 -1.10 -1.00
C 1.99 -2.25 0.28
C 1.00 0.06 1.13
C -0.15 -0.18 0.11
C 2.24 -0.83 0.97
C -0.67 1.06 -0.50
O 3.85 1.09 0.28
O 2.52 -3.27 0.58
O 4.41 -1.09 -0.64
O 2.49 0.25 -1.49
S 3.40 -0.10 -0.36
Br 3.43 -1.13 2.39
H 1.56 -2.71 -1.72
H -0.35 -0.69 -1.86
H 1.35 1.08 1.04
H 0.40 -0.06 2.04
H -1.11 -0.59 0.61
H 0.20 1.63 -0.86
H -1.13 1.73 0.25
H -1.42 0.68 -1.29